Entry 1:
Below is a molecular structure, C6H10N2, with properties calculated with ωB97M-V/def2-TZVPD.

The calculation puts the relative energy (zero: lowest compared OMol25 entry of this formula, charge and spin) at 899.11 kJ/mol. The value obtained for the HOMO-LUMO gap is 9.406 eV. As for the multiplicity: 1. The highest occupied orbital energy is -8.6863 eV.

Geometry (Å):
C: -1.544 0.966 0.288
C: 0.034 1.401 -0.257
C: 0.681 -0.115 -0.385
C: 1.633 -0.811 0.710
C: -0.484 -0.856 -0.983
C: -1.231 -0.560 0.292
H: -2.069 1.321 -0.724
H: -1.823 1.406 1.163
H: 0.478 2.229 0.517
H: -0.149 1.960 -1.303
H: 1.872 -0.202 1.738
H: 1.655 -1.989 0.704
H: 2.486 0.627 -0.547
H: -1.093 -0.359 -1.937
H: -0.578 -2.286 0.583
H: -0.473 -0.621 1.213
N: 2.020 -0.234 -0.747
N: -1.414 -1.878 -0.327

---

Entry 2:
Below is a molecular structure, C37H50IrNO5SSeTe, with properties calculated with ωB97M-V/def2-TZVPD.

The calculation puts the relative energy (zero: lowest compared OMol25 entry of this formula, charge and spin) at 309.04 kJ/mol. The value obtained for the HOMO-LUMO gap (alpha / beta) is 5.888 / 5.294 eV. As for the multiplicity: 2. The highest occupied orbital energy (alpha / beta) is -10.2716 / -10.2725 eV. The net charge is +1. Its expectation value of S² is 0.755.

Geometry (Å):
Ir: 0.453 -0.444 0.029
C: -3.045 6.127 -0.697
C: -1.589 6.210 -1.158
C: -1.558 6.787 -2.581
C: -0.836 7.154 -0.203
C: -0.894 4.856 -1.130
C: -1.497 3.704 -0.663
C: -0.762 2.535 -0.541
Se: -1.591 1.086 0.457
C: -2.756 -0.006 -0.635
C: -4.107 0.280 -0.627
C: -5.022 -0.640 -1.116
C: -4.515 -1.854 -1.583
C: -3.170 -2.189 -1.585
C: -2.233 -1.218 -1.121
O: -0.944 -1.468 -1.119
C: -2.691 -3.583 -1.998
C: -3.844 -4.474 -2.466
C: -1.672 -3.480 -3.146
C: -2.040 -4.260 -0.780
C: -6.516 -0.343 -1.032
C: -6.843 0.880 -1.901
C: -6.880 -0.057 0.435
C: -7.370 -1.521 -1.506
C: 0.606 2.455 -0.818
O: 1.300 1.348 -0.542
C: 1.221 3.617 -1.365
C: 0.450 4.758 -1.500
C: 2.699 3.616 -1.763
C: 3.570 3.360 -0.521
C: 2.946 2.533 -2.826
C: 3.140 4.955 -2.362
H: -3.488 7.122 -0.723
H: -3.117 5.757 0.327
H: -3.632 5.480 -1.352
H: -2.031 7.770 -2.591
H: -2.099 6.135 -3.268
H: -0.539 6.902 -2.950
H: -1.332 8.125 -0.177
H: 0.195 7.311 -0.520
H: -0.824 6.745 0.808
H: -2.532 3.693 -0.349
H: -4.441 1.219 -0.202
H: -5.213 -2.595 -1.936
H: -4.348 -4.051 -3.337
H: -4.575 -4.634 -1.672
H: -3.442 -5.448 -2.748
H: -2.116 -2.968 -4.001
H: -1.365 -4.479 -3.459
H: -0.785 -2.934 -2.834
H: -2.762 -4.366 0.032
H: -1.197 -3.676 -0.422
H: -1.675 -5.251 -1.059
H: -6.303 1.767 -1.567
H: -7.912 1.093 -1.857
H: -6.575 0.688 -2.941
H: -6.392 0.842 0.811
H: -6.585 -0.897 1.067
H: -7.958 0.078 0.530
H: -7.184 -1.756 -2.555
H: -8.425 -1.263 -1.405
H: -7.189 -2.410 -0.899
H: 0.923 5.646 -1.890
H: 3.432 2.346 -0.148
H: 3.319 4.060 0.277
H: 4.624 3.483 -0.780
H: 2.712 1.541 -2.445
H: 3.995 2.545 -3.133
H: 2.330 2.718 -3.707
H: 3.057 5.765 -1.636
H: 2.560 5.206 -3.251
H: 4.187 4.882 -2.659
O: 3.998 -3.067 -0.128
S: 2.720 -3.434 -0.732
O: 2.698 -3.507 -2.154
N: 1.619 -2.372 -0.124
C: 0.892 -2.916 0.847
O: 0.138 -2.196 1.529
C: 1.056 -4.378 0.966
C: 0.316 -5.249 1.744
C: 0.574 -6.609 1.621
C: 1.558 -7.072 0.755
C: 2.308 -6.193 -0.022
C: 2.034 -4.851 0.101
H: -0.438 -4.866 2.417
H: 0.004 -7.314 2.209
H: 1.757 -8.133 0.688
H: 3.066 -6.553 -0.704
C: 5.846 -0.302 -0.036
Te: 3.740 -0.282 -0.426
C: 3.348 -0.322 1.665
H: 6.073 -1.233 0.477
H: 6.104 0.555 0.583
H: 6.389 -0.260 -0.977
H: 3.806 0.543 2.140
H: 3.775 -1.247 2.046
H: 2.270 -0.306 1.839

---

Q: Which value of relative energy (zero: lowest compared OMol25 entry of this formula, charge and spin) does entry 1 give?
A: 899.11 kJ/mol

---

Q: Among the records above, which one has the lowest multiplicity?
A: C6H10N2

---

Q: Among the records above, which one has the lowest multiplicity?
A: C6H10N2